# 1
{"formula": "C38H32BrMoN4O4S", "method": "ωB97M-V/def2-TZVPD", "symbols": ["Mo", "O", "C", "C", "C", "C", "C", "C", "C", "O", "N", "N", "C", "C", "Br", "C", "C", "C", "C", "C", "C", "C", "H", "H", "H", "H", "H", "H", "H", "H", "H", "H", "H", "H", "H", "H", "C", "C", "C", "C", "C", "C", "C", "S", "O", "O", "N", "C", "C", "C", "C", "C", "C", "C", "C", "N", "C", "H", "H", "H", "H", "H", "H", "H", "H", "H", "H", "H", "H", "H", "C", "C", "C", "C", "C", "C", "H", "H", "H", "H", "H"], "coordinates": [[-0.417, -0.590, 1.030], [3.035, -1.685, 5.134], [2.217, -0.623, 5.426], [2.476, 0.257, 6.463], [1.620, 1.327, 6.678], [0.517, 1.518, 5.861], [0.263, 0.621, 4.832], [1.102, -0.460, 4.605], [0.879, -1.458, 3.488], [-0.327, -1.207, 2.834], [1.949, -1.382, 2.455], [1.650, -0.237, 1.732], [2.464, 0.729, 1.584], [2.051, 1.997, 1.013], [0.174, 2.336, 1.167], [2.919, 2.910, 0.576], [2.680, 4.237, 0.007], [1.636, 4.486, -0.884], [1.465, 5.760, -1.402], [2.321, 6.788, -1.035], [3.373, 6.540, -0.162], [3.562, 5.266, 0.343], [3.720, -1.772, 5.806], [3.343, 0.108, 7.096], [1.821, 2.014, 7.489], [-0.148, 2.353, 6.030], [-0.606, 0.750, 4.201], [0.893, -2.480, 3.869], [2.863, -1.329, 2.902], [3.488, 0.649, 1.950], [3.963, 2.616, 0.674], [0.987, 3.683, -1.205], [0.663, 5.946, -2.104], [2.180, 7.781, -1.440], [4.051, 7.336, 0.114], [4.391, 5.066, 1.011], [-0.496, -2.925, -6.871], [-0.347, -2.081, -5.637], [-0.613, -2.603, -4.374], [-0.486, -1.825, -3.235], [-0.091, -0.502, -3.365], [0.169, 0.049, -4.614], [0.045, -0.747, -5.739], [0.132, 0.520, -1.951], [-0.076, 1.881, -2.367], [1.370, 0.193, -1.283], [-1.004, 0.067, -0.865], [-2.371, 0.164, -1.152], [-2.967, 0.618, -2.302], [-4.374, 0.621, -2.419], [-5.184, 0.191, -1.408], [-4.603, -0.267, -0.203], [-5.340, -0.719, 0.912], [-4.691, -1.134, 2.045], [-3.292, -1.106, 2.079], [-2.574, -0.696, 1.048], [-3.203, -0.275, -0.091], [-0.600, -3.979, -6.621], [0.366, -2.811, -7.528], [-1.379, -2.624, -7.437], [-0.924, -3.636, -4.277], [-0.700, -2.245, -2.262], [0.460, 1.087, -4.696], [0.255, -0.326, -6.715], [-2.368, 0.988, -3.122], [-4.812, 0.981, -3.341], [-6.261, 0.201, -1.509], [-6.422, -0.730, 0.861], [-5.234, -1.482, 2.911], [-2.736, -1.430, 2.950], [0.276, -4.963, -1.019], [1.322, -4.057, -0.904], [1.119, -2.830, -0.291], [-0.138, -2.490, 0.213], [-1.182, -3.410, 0.100], [-0.976, -4.640, -0.513], [0.436, -5.919, -1.499], [2.299, -4.305, -1.300], [1.939, -2.128, -0.232], [-2.169, -3.180, 0.481], [-1.793, -5.345, -0.594]], "forces_ev_per_angstrom": [[-0.05, -0.28, -0.08], [0.01, -0.01, 0.00], [-0.03, -0.02, 0.02], [0.00, 0.02, 0.00], [0.03, 0.00, 0.01], [-0.02, -0.01, -0.01], [0.00, 0.00, 0.02], [0.03, -0.01, -0.01], [0.04, -0.08, -0.01], [-0.23, 0.06, 0.13], [0.06, 0.15, 0.14], [0.03, 0.01, -0.33], [0.04, 0.04, 0.05], [-0.07, -0.03, 0.04], [0.09, 0.06, 0.03], [0.02, 0.01, -0.01], [0.01, -0.02, 0.01], [-0.01, 0.00, 0.01], [0.00, 0.00, 0.00], [0.00, 0.00, 0.00], [0.00, 0.00, 0.00], [0.00, 0.00, 0.00], [0.00, 0.00, 0.01], [0.00, 0.00, 0.00], [0.00, 0.00, 0.00], [0.00, 0.00, 0.00], [0.00, 0.00, 0.01], [-0.03, -0.03, 0.02], [0.02, 0.00, -0.02], [0.00, 0.01, 0.00], [0.00, 0.00, 0.01], [0.00, 0.00, -0.01], [0.00, 0.00, 0.00], [0.00, 0.00, 0.00], [0.00, 0.00, 0.00], [0.00, 0.00, 0.00], [0.00, 0.00, 0.01], [0.00, 0.00, -0.01], [-0.01, -0.01, 0.01], [0.02, 0.02, -0.03], [-0.01, -0.02, 0.00], [0.01, -0.01, 0.01], [0.00, 0.01, 0.00], [0.01, 0.03, 0.00], [0.00, 0.00, 0.00], [0.00, 0.00, -0.01], [0.04, 0.02, -0.01], [0.01, 0.01, 0.01], [0.00, 0.01, -0.01], [-0.01, 0.01, 0.00], [0.00, 0.00, 0.01], [0.00, -0.02, 0.00], [0.00, 0.01, 0.00], [-0.01, 0.00, 0.01], [0.00, -0.01, 0.00], [0.03, 0.00, -0.01], [0.00, 0.00, 0.00], [0.00, 0.00, 0.00], [0.00, 0.00, 0.00], [0.00, 0.00, 0.00], [0.00, 0.00, 0.00], [0.01, -0.02, 0.04], [0.00, 0.00, 0.00], [0.00, 0.00, 0.00], [-0.01, 0.00, 0.00], [0.00, 0.00, 0.00], [0.00, 0.00, 0.00], [0.00, 0.00, 0.00], [0.00, 0.00, 0.00], [0.00, 0.00, 0.00], [0.00, 0.00, 0.00], [0.00, 0.00, -0.01], [0.00, 0.00, -0.02], [-0.03, 0.08, 0.03], [0.00, -0.01, -0.01], [0.00, 0.00, 0.01], [0.00, 0.00, 0.00], [0.00, 0.00, 0.00], [0.00, 0.01, 0.00], [0.00, 0.00, 0.00], [0.00, 0.00, 0.00]], "lowdin_charge": [1.64, 0.05, -0.27, -0.01, -0.07, -0.07, -0.03, -0.11, -0.34, -0.34, 0.04, -0.14, -0.14, -0.57, 0.91, -0.05, -0.23, -0.05, -0.06, -0.07, -0.07, -0.03, 0.12, 0.12, 0.11, 0.11, 0.10, 0.16, 0.12, 0.15, 0.14, 0.07, 0.11, 0.11, 0.11, 0.12, -0.04, -0.26, -0.01, -0.04, -0.29, -0.04, -0.02, 0.59, -0.30, -0.32, -0.31, -0.25, 0.01, -0.04, -0.02, -0.14, 0.03, -0.02, -0.09, -0.04, -0.15, 0.08, 0.09, 0.09, 0.12, 0.09, 0.12, 0.12, 0.11, 0.12, 0.12, 0.13, 0.12, 0.12, -0.08, -0.07, -0.13, -0.29, -0.12, -0.08, 0.11, 0.11, 0.08, 0.09, 0.11], "charge": 1, "homo_lumo_gap_ev": [6.96, 7.17], "energy_ha": -5027.44370, "spin_multiplicity": 3, "s2": 2.019}



# 2
{"formula": "C2H7N3O", "method": "ωB97M-V/def2-TZVPD", "symbols": ["N", "C", "N", "H", "H", "H", "H", "C", "N", "O", "H", "H", "H"], "coordinates": [[0.091, -1.711, 0.457], [-1.117, -1.401, -0.127], [-1.866, -0.550, 0.453], [0.856, -1.680, -0.212], [0.265, -1.257, 1.346], [-1.491, -1.954, -0.987], [-2.820, -0.525, 0.111], [1.563, 1.303, -0.517], [0.514, 1.730, 0.237], [1.649, 0.186, -0.965], [2.270, 2.106, -0.768], [-0.241, 1.072, 0.425], [0.328, 2.680, 0.546]], "forces_ev_per_angstrom": [[-0.04, -0.65, -1.17], [-0.57, 0.36, 1.28], [-0.23, 0.33, 0.48], [0.05, -0.08, 0.50], [-0.07, 0.19, -0.38], [0.68, -0.24, -0.20], [0.15, 0.01, -0.36], [-1.03, 1.14, 0.00], [-0.39, -0.20, 0.32], [0.50, -0.46, -0.18], [0.24, -0.04, 0.16], [0.09, 0.00, -0.09], [0.63, -0.37, -0.36]], "lowdin_charge": [0.06, -0.38, 0.04, 0.07, 0.09, 0.12, 0.03, -0.41, 0.12, -0.01, 0.12, 0.05, 0.10], "charge": 0, "smiles": "[H]/N=C/N.NC=O", "homo_lumo_gap_ev": 10.39, "energy_ha": -319.92020}



# 3
{"formula": "C14H34Cl2N2", "method": "ωB97M-V/def2-TZVPD", "symbols": ["Cl", "C", "C", "Cl", "H", "H", "H", "H", "C", "C", "N", "C", "C", "C", "C", "H", "H", "H", "H", "H", "H", "H", "H", "H", "H", "H", "H", "H", "H", "H", "C", "C", "N", "C", "C", "C", "C", "H", "H", "H", "H", "H", "H", "H", "H", "H", "H", "H", "H", "H", "H", "H"], "coordinates": [[2.120, -0.309, -1.975], [1.494, -0.073, -0.336], [2.469, 0.412, 0.585], [3.826, -0.734, 0.780], [1.105, -0.874, 0.124], [0.760, 0.688, -0.366], [1.890, 0.515, 1.433], [2.741, 1.451, 0.437], [2.387, 3.970, -1.704], [1.248, 4.387, -0.805], [1.473, 3.727, 0.573], [2.615, 4.233, 1.336], [3.028, 5.405, 1.275], [0.264, 4.007, 1.416], [-0.113, 2.791, 2.219], [2.317, 4.282, -2.698], [2.406, 2.729, -1.861], [3.444, 4.470, -1.320], [0.312, 4.075, -1.272], [1.084, 5.572, -0.913], [3.377, 3.699, 0.890], [2.544, 3.638, 2.329], [2.957, 6.037, 0.384], [4.041, 5.542, 1.541], [2.275, 6.193, 1.730], [-0.471, 4.113, 0.742], [0.370, 4.924, 1.917], [0.503, 2.284, 3.168], [-0.508, 1.895, 1.616], [-0.874, 2.830, 2.960], [-4.216, -5.850, -0.962], [-3.618, -4.628, -0.176], [-2.382, -4.259, -0.992], [-2.234, -2.757, -1.024], [-2.471, -2.072, 0.153], [-1.316, -4.921, -0.443], [-0.042, -4.841, -1.303], [-3.426, -6.397, -1.551], [-4.954, -5.576, -1.755], [-4.853, -6.673, -0.419], [-3.282, -4.885, 0.805], [-4.288, -3.730, -0.341], [-3.078, -2.480, -1.595], [-1.514, -2.428, -1.532], [-3.169, -2.410, 0.856], [-2.819, -1.155, -0.135], [-1.573, -1.778, 0.580], [-1.590, -5.969, -0.282], [-1.016, -4.498, 0.590], [0.804, -5.465, -0.956], [0.326, -3.832, -1.534], [-0.377, -5.277, -2.189]], "forces_ev_per_angstrom": [[-0.23, -0.33, -0.22], [0.55, 2.00, -2.46], [2.19, 1.15, 0.18], [-0.11, 0.47, 0.28], [-1.64, -3.63, 0.57], [-1.03, 0.75, -0.39], [-0.66, -0.27, 2.67], [0.89, -0.06, -0.61], [2.75, -2.28, 1.39], [0.58, 1.23, 0.30], [-2.69, 2.09, -0.93], [-3.98, -15.17, 0.53], [0.85, 16.96, 0.36], [2.57, -2.45, 0.46], [0.47, -3.75, 2.71], [-0.48, 0.93, -1.56], [0.37, 3.30, 0.98], [-2.51, -1.80, -0.86], [-0.10, -0.69, 0.55], [0.74, -2.08, 1.03], [2.15, -2.03, -0.92], [-0.01, 1.53, -1.00], [0.31, -1.27, -1.25], [0.94, 0.48, 1.08], [1.56, -1.01, 0.76], [-3.07, 0.60, -2.26], [0.08, 1.12, 1.22], [0.22, 1.34, -3.04], [1.08, 1.38, 0.39], [-1.81, 1.45, 0.04], [-1.32, -1.80, -0.28], [-0.13, 0.15, -4.03], [-2.29, 1.94, -0.15], [-6.67, -6.27, -0.07], [0.93, 1.92, 3.35], [3.75, -0.21, 2.54], [0.21, -0.15, 0.82], [-0.57, 0.55, 0.90], [0.71, 0.47, 0.55], [1.48, 1.63, -0.26], [-0.43, 0.21, 0.98], [0.40, -1.32, 1.05], [-1.07, -0.02, -1.51], [6.41, 2.04, -3.90], [-0.76, -0.94, 1.00], [-1.27, 2.72, -0.63], [1.83, 0.10, 1.86], [0.22, 0.01, -0.03], [-0.54, -0.60, -0.73], [-0.52, 0.43, 0.21], [-0.23, -0.22, 0.33], [-0.12, -0.60, -2.01]], "lowdin_charge": [0.57, -0.70, -0.69, 0.57, 0.03, 0.06, 0.05, 0.06, -0.12, -0.26, -0.12, -0.42, -0.19, -0.24, -0.11, 0.02, 0.12, 0.13, 0.10, 0.15, 0.09, 0.18, 0.09, 0.10, 0.14, 0.06, 0.10, 0.13, 0.09, 0.03, -0.11, -0.20, -0.18, -0.24, -0.11, -0.35, -0.07, 0.07, 0.06, 0.09, 0.09, 0.12, 0.11, 0.05, 0.08, 0.07, 0.06, 0.11, 0.14, 0.08, 0.07, 0.05], "charge": 0, "smiles": "CCN(CC)CC.CCN(CC)CC.ClCCCl", "homo_lumo_gap_ev": 8.93, "energy_ha": -1583.38321}